[1]
This record from the Open Molecules 2025 dataset describes a structure of composition C25H45IrNP2 in a non-equilibrium geometry. The level of theory is wB97M-V/def2-TZVPD.

**HOMO energy (alpha / beta)**: -12.61 / -14.00 eV
**ΔE to the lowest compared entry with this formula, charge and spin**: 0.0 kcal/mol

Geometry as ORCA input:
```
! RIJCOSX wB97M-V def2-TZVPD def2/J DEFGRID3
* xyz 2 6
Ir -0.84 -0.37 -1.67
C 1.01 -1.96 0.13
C -0.02 -2.26 1.03
C -1.02 -2.27 -1.10
C 0.45 -1.88 -1.21
C -1.25 -2.33 0.37
C 2.45 -2.07 0.39
H 2.70 -1.82 1.43
H 3.06 -1.44 -0.26
H 2.75 -3.12 0.22
C 1.18 -2.12 -2.46
H 2.21 -1.77 -2.38
H 0.69 -1.58 -3.29
H 1.12 -3.20 -2.67
C -1.66 -3.10 -2.15
H -0.96 -3.90 -2.46
H -1.91 -2.49 -3.02
H -2.58 -3.55 -1.78
C -2.56 -2.41 1.04
H -2.50 -2.98 1.97
H -3.32 -2.85 0.37
H -2.89 -1.38 1.30
C 0.23 -2.55 2.47
H 0.96 -3.37 2.61
H -0.69 -2.88 2.98
H 0.63 -1.69 3.01
C 1.20 2.22 1.59
C 1.78 1.23 2.29
C 1.52 0.92 3.73
C 0.13 1.38 4.15
C -0.92 0.75 3.28
C -1.76 1.43 2.50
C -1.36 2.60 1.63
C 0.06 3.15 1.87
H 2.26 1.44 4.36
H 0.09 2.47 4.12
H 1.63 -0.15 3.98
H 0.08 3.58 2.88
H 1.51 2.29 0.53
H 2.58 0.64 1.82
H 0.18 4.00 1.18
H -1.45 2.31 0.56
H -2.78 1.05 2.30
H -2.10 3.42 1.75
H -0.05 1.10 5.20
H -1.11 -0.32 3.49
P 2.44 0.89 -2.01
C 3.78 0.05 -3.00
H 4.52 0.79 -3.35
H 3.36 -0.46 -3.88
H 4.30 -0.70 -2.39
C 2.27 2.31 -3.18
H 3.25 2.67 -3.50
H 1.71 3.11 -2.68
H 1.69 1.96 -4.05
C 3.72 1.67 -0.91
H 4.44 2.23 -1.52
H 4.26 0.87 -0.37
H 3.27 2.34 -0.17
P -2.67 0.54 -2.20
C -4.03 -0.35 -1.31
H -4.99 0.03 -1.70
H -3.97 -0.12 -0.24
H -3.97 -1.43 -1.45
C -2.99 2.17 -1.45
H -3.93 2.56 -1.84
H -2.16 2.86 -1.70
H -3.07 2.07 -0.37
C -3.28 0.79 -3.91
H -4.18 1.43 -3.88
H -3.53 -0.16 -4.39
H -2.50 1.29 -4.50
N 1.86 -2.16 6.41
C 1.70 -1.47 5.47
*
```

***

[2]
This record from the Open Molecules 2025 dataset describes a structure of composition C25H45MnN5O5P2S4Si. The level of theory is wB97M-V/def2-TZVPD.

**HOMO energy (alpha / beta)**: -7.01 / -7.11 eV

Geometry as ORCA input:
```
! RIJCOSX wB97M-V def2-TZVPD def2/J DEFGRID3
* xyz 0 6
Mn -0.40 0.05 -0.38
C 6.69 -0.87 -0.02
C 5.95 0.42 0.25
O 4.59 0.15 0.65
P 3.38 0.47 -0.36
S 1.82 -0.30 0.68
S 3.71 -0.04 -2.20
O 3.28 2.08 -0.33
C 3.00 2.79 0.89
C 3.09 4.27 0.58
H 7.74 -0.66 -0.24
H 6.25 -1.39 -0.87
H 6.64 -1.52 0.85
H 5.96 1.07 -0.63
H 6.40 0.96 1.08
H 3.72 2.49 1.66
H 2.00 2.52 1.23
H 4.08 4.54 0.24
H 2.85 4.85 1.48
H 2.37 4.53 -0.20
N -0.77 3.45 0.67
C -1.12 2.57 1.63
N -1.09 1.27 1.47
C -1.43 0.62 2.62
C -1.75 1.41 3.67
S -1.60 3.07 3.22
C -1.38 -0.84 2.60
C -1.51 -1.66 3.67
S -1.29 -3.30 3.19
C -1.01 -2.77 1.57
N -1.10 -1.47 1.39
N -0.73 -3.66 0.60
H -0.81 3.08 -0.28
H -1.00 4.42 0.79
H -2.05 1.13 4.67
H -1.68 -1.39 4.70
H -0.67 -4.64 0.83
H -0.75 -3.40 -0.37
C -4.08 1.29 -3.06
Si -3.16 1.58 -1.43
C -3.77 3.24 -0.76
C -3.75 0.26 -0.21
N -1.44 1.48 -1.54
C -0.72 2.23 -2.47
C 0.68 2.19 -2.45
C 1.47 2.89 -3.34
C 0.88 3.70 -4.31
C -0.51 3.78 -4.34
C -1.29 3.07 -3.45
H -5.06 0.86 -2.87
H -3.53 0.62 -3.71
H -4.24 2.21 -3.62
H -4.85 3.33 -0.87
H -3.31 4.08 -1.28
H -3.54 3.33 0.31
H -4.59 -0.31 -0.62
H -4.08 0.72 0.72
H -2.97 -0.46 0.06
H 1.18 1.57 -1.71
H 2.54 2.79 -3.27
H 1.49 4.25 -5.01
H -0.99 4.42 -5.07
H -2.37 3.18 -3.51
C -3.48 -2.68 -3.38
C -2.72 -2.89 -2.09
O -1.30 -2.95 -2.30
P -0.33 -1.63 -2.34
O 1.03 -2.32 -2.75
C 1.86 -3.00 -1.79
C 1.72 -4.50 -1.95
O -0.74 -0.90 -3.69
C 0.20 -0.35 -4.66
C -0.61 0.32 -5.74
H -4.55 -2.72 -3.18
H -3.23 -3.45 -4.10
H -3.26 -1.71 -3.82
H -2.98 -3.85 -1.65
H -2.95 -2.11 -1.36
H 1.60 -2.67 -0.78
H 2.88 -2.66 -1.98
H 0.70 -4.82 -1.76
H 2.39 -5.01 -1.25
H 1.99 -4.80 -2.96
H 0.82 -1.16 -5.04
H 0.84 0.37 -4.14
H -1.28 -0.40 -6.22
H 0.06 0.73 -6.49
H -1.20 1.13 -5.32
*
```

***

[3]
This record from the Open Molecules 2025 dataset describes a structure of composition C25H45N2O7PSTb in a non-equilibrium geometry. The level of theory is wB97M-V/def2-TZVPD.

**HOMO energy (alpha / beta)**: -16.55 / -16.55 eV

Geometry as ORCA input:
```
! RIJCOSX wB97M-V def2-TZVPD def2/J DEFGRID3
* xyz 3 7
C -0.45 -1.63 2.24
C 0.87 -2.00 1.96
C 2.04 -1.17 2.13
C 2.24 -0.21 0.88
C 3.32 0.77 1.35
C 4.13 1.50 0.28
O 5.52 1.27 0.51
C 6.17 0.79 -0.60
O 7.10 1.36 -1.11
C 2.69 -1.15 -0.26
C 1.55 -1.71 -1.13
C 1.83 -3.12 -1.68
C 1.46 -4.23 -0.71
C 3.29 -3.28 -2.13
O 0.94 0.37 0.70
C 0.86 1.54 -0.04
N 1.42 1.39 -1.37
C 1.87 2.32 -2.07
C 2.79 1.97 -3.21
C 1.54 3.81 -1.96
C -0.69 1.97 -0.03
O -1.34 1.17 0.92
C -2.29 1.83 1.74
C -3.29 0.79 2.20
C -4.57 0.76 1.38
C -5.65 -0.13 2.03
C -6.09 -1.24 1.08
C -5.05 -2.38 0.99
C -4.35 -2.45 -0.40
O -1.55 2.41 2.83
C -0.98 1.50 3.54
N -0.71 0.71 4.37
P -1.60 1.72 -1.63
O -3.15 2.00 -1.29
O -1.16 2.95 -2.65
S -1.47 0.02 -2.46
H -0.82 -1.61 3.26
H -1.06 -1.33 1.40
H 1.03 -3.03 1.63
H 2.91 -1.78 2.29
H 1.89 -0.51 2.99
H 3.99 0.27 2.03
H 2.81 1.52 1.96
H 4.01 2.58 0.37
H 3.88 1.23 -0.74
H 5.84 -0.18 -1.02
H 3.45 -0.70 -0.89
H 3.17 -2.01 0.20
H 1.49 -1.08 -2.00
H 0.58 -1.70 -0.63
H 1.17 -3.22 -2.54
H 0.52 -3.98 -0.20
H 1.29 -5.19 -1.19
H 2.20 -4.34 0.08
H 3.44 -4.14 -2.76
H 3.58 -2.38 -2.67
H 3.92 -3.41 -1.26
H 1.33 2.34 0.55
H 3.14 2.85 -3.74
H 3.61 1.35 -2.89
H 2.20 1.38 -3.91
H 0.45 4.01 -2.08
H 1.82 4.19 -0.95
H 2.16 4.39 -2.68
H -0.73 3.01 0.29
H -2.84 2.62 1.23
H -3.55 0.92 3.25
H -2.84 -0.19 2.12
H -4.98 1.76 1.23
H -4.37 0.33 0.41
H -6.53 0.46 2.26
H -5.25 -0.61 2.91
H -6.36 -0.88 0.09
H -6.98 -1.69 1.49
H -4.27 -2.22 1.73
H -5.54 -3.33 1.13
H -4.43 -1.49 -0.90
H -4.82 -3.22 -1.00
H -3.31 -2.73 -0.30
H -3.23 2.89 -0.92
H -1.45 2.71 -3.55
Tb 0.23 5.94 -2.45
*
```

***

[4]
This record from the Open Molecules 2025 dataset describes a structure of composition C25H45N2OP3SeTl in a non-equilibrium geometry. The level of theory is wB97M-V/def2-TZVPD.

**HOMO energy (alpha / beta)**: -14.50 / -14.50 eV
**ΔE to the lowest compared entry with this formula, charge and spin**: 38.8 kcal/mol

Geometry as ORCA input:
```
! RIJCOSX wB97M-V def2-TZVPD def2/J DEFGRID3
* xyz 3 1
Tl -0.36 -0.98 -2.17
P -0.95 0.27 2.36
P -0.13 -3.77 -0.44
P -2.76 0.21 0.15
H 1.13 3.50 -2.88
C 0.23 3.98 -2.46
C 0.16 4.37 -1.18
H 1.00 4.26 -0.49
C 0.66 0.27 3.25
C -1.81 -0.94 3.45
C -1.58 1.84 3.10
C -0.09 -4.50 -2.08
C 1.13 -4.47 0.63
C -1.79 -3.93 0.21
C -2.74 2.01 -0.21
C -4.24 0.13 1.23
C -3.58 -0.35 -1.41
H -0.63 4.06 -3.14
H -0.77 4.80 -0.77
H 1.18 1.23 3.09
H 1.31 -0.52 2.85
H 0.50 0.12 4.32
H -1.42 -1.94 3.23
H -2.89 -0.93 3.30
H -1.58 -0.69 4.50
H -1.00 2.67 2.68
H -1.41 1.81 4.19
H -2.64 2.01 2.90
H 0.08 -5.59 -1.96
H 0.75 -4.10 -2.66
H -1.03 -4.34 -2.64
H 1.49 -5.39 0.14
H 0.72 -4.68 1.62
H 1.96 -3.74 0.71
H -2.10 -4.98 0.14
H -2.49 -3.31 -0.37
H -1.82 -3.60 1.25
H -3.58 2.26 -0.87
H -1.80 2.29 -0.71
H -2.82 2.59 0.71
H -5.12 0.42 0.63
H -4.18 0.78 2.11
H -4.38 -0.90 1.57
H -4.59 0.08 -1.45
H -3.67 -1.45 -1.42
H -3.02 -0.03 -2.31
C -1.72 -0.42 -5.02
C -1.41 -1.77 -5.44
C -1.90 -2.25 -6.64
C -2.78 -1.46 -7.41
C -3.24 -0.23 -6.91
C -2.79 0.26 -5.70
O -1.03 0.24 -4.14
H 0.24 -2.41 -0.33
H -0.73 -2.36 -4.82
H -1.58 -3.23 -7.00
H -3.09 -1.79 -8.41
H -3.97 0.32 -7.50
H -3.16 1.17 -5.24
C 5.23 -0.73 2.38
N 4.67 0.55 1.99
C 3.59 0.73 1.16
Se 2.66 -0.56 0.26
N 3.31 2.08 1.26
C 4.11 2.70 2.21
C 3.94 3.90 2.89
C 4.74 4.12 4.01
C 5.65 3.14 4.46
C 5.78 1.92 3.80
C 4.99 1.73 2.67
H 6.29 -0.59 2.59
H 5.09 -1.43 1.54
H 4.74 -1.14 3.27
H 2.51 2.50 0.79
H 3.19 4.62 2.52
H 4.66 5.06 4.56
H 6.25 3.35 5.36
H 6.44 1.12 4.12
*
```

***

[5]
This record from the Open Molecules 2025 dataset describes a structure of composition C25H45N2P3PtSe2 in a non-equilibrium geometry. The level of theory is wB97M-V/def2-TZVPD.

**HOMO energy (alpha / beta)**: -17.85 / -19.37 eV
**ΔE to the lowest compared entry with this formula, charge and spin**: 55.3 kcal/mol

Geometry as ORCA input:
```
! RIJCOSX wB97M-V def2-TZVPD def2/J DEFGRID3
* xyz 4 5
Pt -0.48 0.35 0.13
P 1.03 -1.03 -1.01
P 0.02 2.33 -0.91
P -1.85 -1.34 0.86
H -3.34 3.16 0.52
C -3.25 2.61 1.46
C -2.16 1.99 1.91
H -1.28 1.76 1.24
C 0.62 -1.55 -2.70
C 2.70 -0.32 -1.17
C 1.43 -2.64 -0.22
C -1.10 3.70 -0.52
C 1.63 2.94 -0.32
C 0.10 2.30 -2.72
C -3.40 -0.75 1.57
C -1.01 -2.17 2.23
C -2.40 -2.68 -0.26
H -4.14 2.67 2.11
H -2.06 1.75 2.97
H 1.49 -2.04 -3.17
H 0.33 -0.68 -3.30
H -0.23 -2.25 -2.69
H 3.38 -1.06 -1.59
H 3.08 -0.03 -0.18
H 2.69 0.55 -1.84
H 2.24 -3.13 -0.77
H 0.56 -3.31 -0.21
H 1.79 -2.49 0.80
H -0.68 4.61 -0.99
H -1.20 3.86 0.56
H -2.10 3.52 -0.95
H 1.85 3.87 -0.88
H 2.41 2.20 -0.52
H 1.60 3.14 0.76
H 0.12 3.34 -3.09
H -0.78 1.79 -3.14
H 1.01 1.79 -3.07
H -4.00 -1.62 1.90
H -3.96 -0.18 0.82
H -3.17 -0.10 2.42
H -1.74 -2.82 2.72
H -0.60 -1.43 2.93
H -0.19 -2.79 1.82
H -3.16 -3.27 0.26
H -1.57 -3.34 -0.55
H -2.84 -2.24 -1.17
C -4.19 0.52 -3.50
C -3.93 1.10 -2.24
C -5.00 1.25 -1.35
C -6.32 0.98 -1.76
C -6.56 0.63 -3.10
C -5.51 0.48 -4.01
Se -2.73 -0.34 -4.36
H -3.13 -1.64 -3.73
H -2.90 1.33 -1.96
H -4.77 1.57 -0.33
H -7.15 1.07 -1.05
H -7.60 0.49 -3.44
H -5.67 0.26 -5.06
C 4.26 1.71 2.34
N 3.90 0.30 2.43
C 2.63 -0.20 2.46
Se 1.05 0.80 2.47
N 2.80 -1.56 2.57
C 4.15 -1.92 2.58
C 4.76 -3.17 2.41
C 6.13 -3.17 2.09
C 6.83 -1.97 1.94
C 6.20 -0.73 2.12
C 4.85 -0.73 2.45
H 3.43 2.29 2.74
H 4.48 2.01 1.30
H 5.15 1.86 2.97
H 2.03 -2.22 2.68
H 4.17 -4.06 2.55
H 6.66 -4.12 1.96
H 7.89 -2.01 1.70
H 6.73 0.23 2.06
*
```

***

[6]
This record from the Open Molecules 2025 dataset describes a structure of composition C25H45NOS4Si3Zr in a non-equilibrium geometry. The level of theory is wB97M-V/def2-TZVPD.

**HOMO energy**: -13.86 eV
**ΔE to the lowest compared entry with this formula, charge and spin**: 0.0 kcal/mol

Geometry as ORCA input:
```
! RIJCOSX wB97M-V def2-TZVPD def2/J DEFGRID3
* xyz 2 1
Zr 0.01 0.22 0.00
C -1.80 4.10 0.79
C -0.71 4.33 1.83
S 0.84 5.02 1.18
C 1.97 3.60 1.25
C 2.64 3.26 -0.07
S 1.68 2.29 -1.27
C 0.80 3.53 -2.26
C -0.52 4.09 -1.72
S -1.39 2.98 -0.58
H -2.68 3.66 1.27
H -2.12 5.04 0.33
H -1.08 5.04 2.56
H -0.48 3.41 2.36
H 2.75 3.84 1.98
H 1.41 2.75 1.63
H 2.97 4.16 -0.60
H 3.53 2.66 0.11
H 1.52 4.33 -2.42
H 0.65 3.04 -3.22
H -0.34 5.01 -1.18
H -1.19 4.30 -2.55
S -1.91 1.13 4.05
C -0.25 1.26 4.41
C 0.53 1.06 3.32
C -0.22 0.79 2.12
C -1.57 0.79 2.41
C -2.62 0.45 1.45
C -3.97 0.37 1.77
C -4.89 0.06 0.79
C -4.45 -0.17 -0.51
C -3.11 -0.10 -0.77
N -2.20 0.19 0.19
H 0.07 1.49 5.42
H 1.61 1.10 3.37
H -4.29 0.55 2.79
H -5.94 -0.01 1.03
H -5.14 -0.41 -1.31
H -2.72 -0.28 -1.76
C -0.68 0.60 -3.32
O -0.22 -0.06 -2.11
Si 0.65 -1.62 -2.23
C -0.38 -2.69 -3.32
C 2.23 -1.20 -3.09
C 0.68 -1.86 -0.39
Si -0.48 -3.21 0.31
C 0.39 -4.85 0.32
C -1.00 -2.74 2.06
C -2.05 -3.46 -0.68
Si 2.39 -1.93 0.42
C 3.60 -3.04 -0.43
C 2.96 -0.12 0.40
C 2.27 -2.33 2.24
H 0.18 0.89 -3.92
H -1.25 1.48 -3.04
H -1.30 -0.07 -3.89
H -0.18 -2.46 -4.36
H -1.45 -2.57 -3.13
H -0.14 -3.74 -3.15
H 2.03 -1.00 -4.15
H 2.91 -2.06 -3.06
H 2.74 -0.34 -2.67
H 1.31 -4.86 0.91
H 0.64 -5.17 -0.70
H -0.28 -5.61 0.74
H -0.75 -3.55 2.74
H -2.09 -2.61 2.11
H -0.53 -1.84 2.45
H -1.88 -4.12 -1.53
H -2.52 -2.55 -1.05
H -2.78 -3.96 -0.02
H 4.17 -2.53 -1.21
H 3.10 -3.90 -0.89
H 4.32 -3.43 0.30
H 3.15 0.25 -0.61
H 3.86 0.03 0.99
H 2.20 0.52 0.89
H 1.84 -3.31 2.44
H 1.69 -1.58 2.78
H 3.29 -2.33 2.65
*
```